Entry 1:
{"formula": "C15H21EuN3O3", "method": "ωB97M-V with the def2-TZVPD basis set", "spin_multiplicity": 7, "total_energy_ev": -45832.1436, "largest_force_ev_per_a": 5.003, "homo_ev": [-3.29, -3.66], "charge": -1, "s_squared": 12.02, "elements": ["H", "H", "Eu", "H", "H", "H", "H", "N", "C", "H", "O", "H", "C", "C", "H", "H", "C", "C", "N", "H", "H", "C", "H", "H", "C", "O", "H", "H", "C", "H", "C", "O", "N", "H", "C", "C", "H", "C", "H", "C", "H", "C", "C"], "coordinates": [[0.89178, 2.44328, -1.42325], [1.44933, 0.23846, -2.85264], [-0.12616, 0.21087, 0.63896], [1.56127, 0.59186, 2.67584], [-0.17941, -1.95675, -2.96430], [-2.79211, -4.31613, 3.45902], [-4.88805, -3.63750, 2.37494], [-4.14375, 0.21027, 3.17155], [0.50787, -1.69093, -2.12122], [-1.15104, 2.01164, 1.11294], [-2.23047, -1.54527, 0.06681], [-3.18846, -2.67100, 4.00000], [-5.06951, -2.65924, -0.68745], [1.36693, -0.57098, -2.07445], [-5.69107, -2.36151, -1.53930], [2.28340, -2.28522, 0.66151], [-4.78595, -0.93697, 2.78729], [-5.33531, -1.72230, 0.48404], [-2.44687, 0.04140, 1.57846], [-5.42877, -0.68456, 0.12867], [-0.96099, 2.80718, -1.70377], [1.82075, -1.87682, -0.27135], [-3.60970, -3.78042, 1.15339], [-4.01080, -2.59917, -0.96967], [-0.15977, 2.52004, -1.06272], [-2.45367, 1.81328, 3.07509], [0.36450, 3.01739, 0.88649], [-5.32330, -3.69352, -0.42079], [-0.47082, 2.61437, 0.29018], [-4.53148, 0.72933, 3.93121], [2.18730, -0.70093, -0.93295], [-5.79357, -1.31334, 3.40372], [2.02997, -0.30795, 2.40077], [-6.29859, -1.97834, 0.95796], [-2.89093, -3.27494, 3.13157], [0.78227, -2.49663, -1.00307], [0.32617, -3.49190, -0.78270], [-3.93519, -3.19488, 2.03055], [3.00894, -0.00350, -0.63753], [-2.93550, -1.07637, 1.03461], [-1.91152, -2.93539, 2.76693], [-4.22467, -1.72949, 1.57374], [-2.99876, 0.71944, 2.61855]], "atomic_forces_ev_per_a": [[-0.9, 0.8, 0.3], [-0.2, -1.0, 0.9], [2.1, -3.5, -1.6], [0.6, 0.1, 0.5], [0.6, 0.4, 1.0], [0.1, 0.2, 0.0], [0.3, 0.3, -0.1], [-0.2, -0.1, -0.1], [-0.8, -0.1, -1.0], [0.0, 2.7, -2.2], [-1.8, 0.5, 2.2], [0.1, -0.1, -0.1], [0.1, 0.0, 0.0], [-0.2, 1.0, -1.0], [0.1, -0.1, 0.1], [-0.5, 0.6, -1.0], [-1.4, -1.0, 0.6], [-0.2, 0.4, 0.2], [0.2, 0.8, 0.7], [0.0, -0.2, 0.0], [-0.4, -0.9, -1.2], [0.3, -1.1, 1.3], [-0.1, 0.4, 0.3], [-0.3, -0.1, -0.1], [-0.2, -0.5, 1.1], [-2.3, -4.2, -1.5], [-0.1, -0.5, 0.3], [0.1, 0.2, -0.1], [1.2, 0.1, 2.7], [-0.3, 0.2, 0.4], [0.8, 1.3, 0.4], [1.6, 0.5, -1.1], [-1.9, 0.7, -0.7], [0.4, 0.1, 0.0], [0.1, -0.1, 0.0], [-0.2, -0.7, 0.3], [0.4, 1.1, -0.1], [-0.3, 0.1, -0.3], [-0.8, -0.7, -0.2], [1.4, -0.8, -1.7], [-0.2, -0.1, 0.2], [0.0, -0.2, 0.2], [2.7, 3.5, 0.6]], "nbo_charge": [0.214, 0.203, 1.668, 0.206, 0.201, 0.215, 0.218, -0.644, -0.350, 0.204, -0.665, 0.204, -0.628, -0.360, 0.209, 0.242, 0.715, -0.373, -0.771, 0.204, 0.199, -0.353, 0.228, 0.250, -0.542, -0.658, 0.196, 0.199, -0.633, 0.427, -0.418, -0.611, -0.951, 0.223, -0.617, -0.348, 0.205, -0.381, 0.221, 0.689, 0.220, -0.238, 0.786]}

Entry 2:
{"formula": "C15H21FN2O", "method": "ωB97M-V with the def2-TZVPD basis set", "spin_multiplicity": 1, "total_energy_ev": -23642.0598, "smiles": "O=C(Nc1cccc(F)c1)NC1CCCCCCC1", "largest_force_ev_per_a": 0.584, "homo_ev": -8.43, "charge": 0, "elements": ["C", "H", "H", "H", "O", "H", "H", "C", "H", "C", "H", "H", "H", "H", "N", "F", "C", "H", "H", "C", "H", "H", "C", "C", "H", "C", "N", "H", "C", "H", "H", "H", "C", "C", "H", "C", "C", "H", "C", "C"], "coordinates": [[-4.40968, -1.53753, -1.36142], [0.97619, 1.48249, -0.23864], [3.10791, -1.46028, 2.49049], [0.55296, 2.94685, 0.62349], [-0.32554, -0.24917, -1.01035], [-1.35252, -0.87105, 1.89202], [-1.61232, -0.22603, -2.75501], [-2.61301, -0.61223, -2.66634], [2.77163, 3.21188, -0.07948], [0.66120, -0.30180, 1.72845], [-0.32069, 1.53647, 2.15283], [4.83468, 0.28101, 2.03473], [-4.79849, -1.86934, -0.40879], [2.78616, 3.03675, 1.67105], [-0.63690, -0.72876, 1.19762], [-2.94932, -0.28477, -4.96392], [0.69770, 1.23043, 1.89331], [1.32170, 1.48122, 2.75141], [4.65393, 1.93198, 0.49737], [-3.43265, -0.70015, -3.77407], [1.81728, -0.43661, -0.08256], [3.53998, 0.85608, -0.32446], [-1.03704, -0.60752, -0.10016], [-3.10727, -1.03900, -1.43736], [3.81941, -1.48655, 0.88010], [3.15531, -0.92212, 1.53953], [-2.36318, -0.98185, -0.26377], [1.49300, -1.96425, 0.70655], [-5.20373, -1.61165, -2.48866], [-5.32575, -1.24087, -4.60985], [3.33313, 0.91510, 2.66565], [0.70949, -0.74549, 2.73183], [2.62201, 2.49652, 0.73375], [-4.72371, -1.19179, -3.71742], [-2.85258, -1.32101, 0.55204], [1.16252, 2.04086, 0.67663], [3.69607, 1.41521, 0.59822], [-6.20747, -2.00073, -2.41034], [3.78334, 0.45130, 1.78847], [1.77622, -0.92358, 0.88706]], "atomic_forces_ev_per_a": [[0.0, 0.0, 0.1], [0.0, 0.1, -0.1], [0.1, -0.1, 0.0], [0.0, 0.0, -0.1], [0.2, 0.2, -0.4], [0.0, 0.0, -0.1], [0.0, 0.0, 0.0], [0.1, 0.1, -0.2], [0.0, 0.1, 0.1], [0.1, 0.1, -0.2], [0.1, 0.0, 0.1], [0.0, 0.0, 0.1], [0.0, 0.0, 0.1], [0.0, 0.1, 0.0], [-0.1, -0.1, 0.4], [0.0, 0.0, 0.1], [0.0, -0.1, 0.0], [0.0, 0.0, 0.1], [0.0, -0.1, -0.1], [-0.2, -0.1, 0.2], [0.0, -0.1, 0.0], [0.0, 0.0, -0.1], [-0.4, -0.3, 0.3], [-0.2, 0.0, -0.4], [0.0, 0.0, 0.0], [-0.1, 0.1, 0.0], [-0.2, -0.1, 0.4], [0.0, 0.1, -0.1], [0.1, 0.0, 0.0], [0.0, 0.0, -0.1], [0.0, 0.0, 0.1], [0.0, 0.0, -0.1], [-0.1, -0.1, -0.3], [0.1, 0.1, -0.2], [0.1, 0.1, -0.2], [0.1, 0.2, 0.1], [0.0, 0.2, 0.2], [-0.1, 0.0, 0.0], [0.1, -0.2, -0.1], [0.2, -0.1, 0.3]], "nbo_charge": [-0.268, 0.234, 0.195, 0.207, -0.653, 0.383, 0.266, -0.299, 0.206, -0.029, 0.207, 0.208, 0.202, 0.186, -0.633, -0.325, -0.414, 0.202, 0.207, 0.417, 0.232, 0.199, 0.798, 0.170, 0.205, -0.389, -0.612, 0.216, -0.175, 0.228, 0.190, 0.197, -0.382, -0.321, 0.387, -0.425, -0.407, 0.217, -0.404, -0.423]}

Entry 3:
{"formula": "C15H21FeN4O2", "method": "ωB97M-V with the def2-TZVPD basis set", "spin_multiplicity": 5, "total_energy_ev": -60324.3205, "largest_force_ev_per_a": 7.419, "homo_ev": [-9.88, -12.29], "charge": 1, "s_squared": 6.06, "elements": ["N", "C", "H", "O", "C", "H", "H", "N", "H", "H", "H", "C", "H", "C", "C", "C", "C", "C", "C", "H", "H", "C", "Fe", "H", "H", "C", "H", "C", "O", "H", "N", "H", "C", "H", "H", "N", "C", "H", "H", "H", "C", "H", "H"], "coordinates": [[-0.12613, -0.51983, 4.97869], [1.84256, -0.88824, 0.99651], [-0.95211, -2.07788, 3.83964], [0.22192, 3.52826, 1.05107], [-0.82705, 0.09689, 1.76808], [-3.03934, -3.36402, 2.58249], [0.80230, -1.97028, -0.67764], [-1.95418, -1.94007, 3.70202], [-3.65793, -1.61215, 2.28644], [-4.18628, -1.71034, 6.18914], [-1.46214, 0.99206, 1.68663], [-1.68301, -1.12416, 1.99065], [3.14719, 1.75190, -0.66732], [2.60869, 0.86406, -0.33400], [2.60906, 0.32755, 1.00490], [0.63237, 2.45902, 0.86192], [1.82503, -0.00883, -1.15644], [1.34746, -1.09749, -0.33580], [-3.11413, -0.98629, 1.56312], [-2.00562, -4.09525, 3.82228], [-2.80902, -2.76774, 6.53956], [-2.43609, -1.26958, 5.01806], [0.71730, 0.66561, 0.35928], [-0.21400, 0.19548, 2.67173], [-3.44121, 0.05834, 1.71054], [-0.75667, 0.82470, -0.78251], [-4.04304, -4.22016, 5.05211], [-3.81002, -3.21981, 4.65063], [-1.87741, 0.83377, -1.12797], [-3.01921, -0.42381, 4.64785], [1.78049, 0.63678, 5.79087], [-1.70149, 0.26981, 6.27762], [-1.30540, -0.69374, 5.87052], [3.15880, 0.70939, 1.85609], [1.68000, 0.07719, -2.23280], [0.80396, 0.09862, 5.53681], [-3.34744, -2.25222, 5.73284], [-4.72285, -2.83184, 4.17343], [-1.13698, -2.03393, 1.66149], [1.72811, -1.57440, 1.83204], [-2.67663, -3.25758, 3.60096], [-1.09720, -1.35392, 6.74150], [-3.32926, -1.36936, 0.55124]], "atomic_forces_ev_per_a": [[-0.2, 0.4, 1.4], [1.6, -0.8, -0.7], [-0.2, -0.3, 0.1], [1.5, -3.4, -0.5], [-1.6, -0.7, 1.9], [0.0, -0.2, 0.0], [0.0, 0.3, 0.0], [1.1, 0.1, 1.3], [-0.5, 0.4, -0.8], [0.2, -0.3, -0.1], [-0.1, -0.2, 0.5], [0.8, 0.3, -1.4], [-0.4, -0.3, 0.1], [1.7, -1.1, -0.6], [1.6, -1.1, -0.4], [-1.9, 6.6, 1.3], [2.2, -1.4, -0.8], [2.0, -1.2, -0.7], [-0.5, -0.3, 0.5], [0.1, 0.3, -0.1], [-0.1, 0.1, -0.2], [-0.2, 0.6, -1.5], [-4.9, 0.9, 3.5], [0.5, 0.2, -0.3], [0.1, -0.5, -0.4], [-6.8, 0.7, -3.0], [0.1, 0.4, -0.3], [-0.4, -0.1, -0.5], [4.2, -0.2, 1.1], [-0.1, 0.0, 0.1], [-2.7, -1.3, -0.2], [0.6, -0.6, -0.3], [-0.3, 0.1, 0.2], [-0.2, 0.1, -0.2], [-0.1, 0.1, 0.4], [2.8, 1.2, -0.4], [0.1, 0.0, 0.2], [0.2, -0.2, 0.2], [-0.6, 0.3, 0.4], [-0.2, 0.4, -0.2], [0.2, 0.0, 0.4], [0.1, 0.3, -0.6], [0.2, 0.4, 0.3]], "nbo_charge": [-0.406, -0.295, 0.425, -0.405, -0.868, 0.221, 0.257, -0.481, 0.216, 0.245, 0.201, 0.111, 0.267, -0.323, -0.340, 0.539, -0.314, -0.339, -0.675, 0.221, 0.217, -0.045, 0.759, 0.249, 0.229, 0.534, 0.245, -0.416, -0.448, 0.211, 0.024, 0.221, -0.250, 0.259, 0.265, 0.236, -0.422, 0.218, 0.189, 0.249, -0.240, 0.207, 0.251]}

Entry 4:
{"formula": "C15H21InN2O8", "method": "ωB97M-V with the def2-TZVPD basis set", "spin_multiplicity": 1, "total_energy_ev": -40412.7098, "largest_force_ev_per_a": 7.522, "homo_ev": -6.77, "charge": 0, "elements": ["H", "C", "N", "C", "C", "C", "H", "H", "C", "C", "C", "H", "H", "O", "O", "H", "H", "O", "O", "O", "C", "H", "H", "C", "H", "H", "O", "C", "In", "H", "C", "H", "O", "O", "C", "H", "C", "H", "H", "H", "H", "N", "C", "H", "C", "H", "H"], "coordinates": [[-7.44441, 8.73443, -33.36887], [0.82914, 8.44980, -29.96818], [-0.99114, -1.99092, -29.03856], [-5.17948, 6.86099, -36.70032], [-6.26683, 5.07510, -35.39485], [1.50932, 9.73517, -30.13012], [-1.13345, 9.21603, -27.07848], [-7.97253, 6.39016, -35.04409], [-7.46016, 5.53510, -34.60313], [-6.55029, 8.33082, -33.84400], [-0.37524, 9.41111, -27.82241], [-6.65348, 8.13589, -34.91145], [-6.76613, 4.95329, -36.35608], [-3.51100, 7.17715, -34.11536], [0.06242, 11.60550, -27.29805], [-6.04894, 7.51471, -36.76947], [-4.41174, 7.62915, -36.60743], [1.91862, 11.76012, -29.60198], [-1.95344, -2.71858, -29.39921], [0.99662, 7.43302, -30.72864], [-0.19790, 8.33149, -28.70398], [-5.88293, 9.19102, -33.79132], [-4.95510, 6.35252, -37.63797], [-3.78467, 5.06139, -35.96899], [2.20061, 9.79833, -30.95748], [-6.39317, 5.18612, -32.63398], [-0.72322, 7.19633, -28.50814], [0.26142, 10.57143, -28.07891], [-1.31318, 3.26284, -31.52152], [-3.58369, 7.81528, -34.82888], [-4.94626, 5.93950, -35.54369], [-3.42885, 4.29772, -35.27740], [-1.19962, -0.83265, -29.08707], [0.08925, -2.30484, -28.61728], [-6.83514, 5.95629, -33.26611], [-2.85122, 5.52357, -36.29017], [1.27155, 10.69062, -29.22747], [-8.23806, 4.77744, -34.50861], [-4.33477, 7.72549, -31.69219], [-7.60457, 6.20454, -32.53504], [-5.98140, 7.93334, -31.19171], [-4.67163, 6.58437, -34.21628], [-5.80765, 7.10125, -33.28302], [-4.23904, 4.46011, -36.75646], [-5.33180, 7.29646, -31.79212], [-5.93244, 4.10155, -35.03642], [-5.35669, 6.43169, -31.12906]], "atomic_forces_ev_per_a": [[-0.2, -0.9, 0.1], [-0.7, -3.2, -1.2], [-1.9, -2.0, -0.3], [1.2, 2.0, -0.5], [0.2, -0.9, -1.3], [-0.9, -5.5, -1.4], [0.2, 0.6, 0.4], [0.2, 0.1, -0.2], [1.5, 1.1, 1.9], [1.9, 0.8, -0.5], [-1.2, -2.3, -0.7], [-0.6, 0.3, 0.1], [1.0, -0.4, -0.8], [2.8, 2.1, -0.5], [0.9, -3.3, -3.0], [-0.6, -0.8, 0.2], [0.6, 0.3, -0.4], [-2.3, -1.8, 2.6], [1.1, -1.5, 0.2], [-0.6, 3.8, 2.7], [0.4, -4.6, -1.5], [0.3, 0.2, -0.1], [-0.4, 0.1, 0.0], [0.0, -1.4, 0.0], [0.1, 0.5, 0.1], [0.4, -0.9, -0.9], [1.1, 3.0, -0.6], [1.1, 6.8, 2.9], [0.0, -0.1, 0.2], [1.1, 1.1, -0.1], [-2.1, 0.0, 1.9], [-0.5, 0.2, 0.7], [-1.4, 6.8, -0.7], [2.2, -2.9, 0.6], [-1.1, 0.0, 1.8], [-0.4, 0.6, -0.3], [1.7, 6.0, -0.2], [0.3, -0.3, 0.1], [0.0, 0.0, -0.3], [-0.5, 0.8, -0.1], [-0.3, 0.6, -0.7], [-5.1, -3.1, 1.5], [-0.5, -1.0, -0.2], [0.5, 0.0, -0.5], [0.2, 0.3, -0.3], [-0.3, -0.2, 0.1], [0.2, -0.8, -0.7]], "nbo_charge": [0.230, 0.379, 0.723, -0.645, -0.402, -0.076, 0.261, 0.203, -0.404, -0.654, -0.145, 0.207, 0.210, -0.538, -0.446, 0.221, 0.184, -0.413, -0.525, -0.489, 0.363, 0.207, 0.227, -0.614, 0.255, 0.206, -0.502, 0.312, 0.991, 0.436, 0.107, 0.202, -0.519, -0.476, -0.417, 0.223, 0.305, 0.227, 0.225, 0.208, 0.221, -0.201, 0.135, 0.218, -0.630, 0.203, 0.208]}

Entry 5:
{"formula": "C15H21N5O3", "method": "ωB97M-V with the def2-TZVPD basis set", "spin_multiplicity": 1, "total_energy_ev": -29487.9931, "smiles": "CCOc1ccc(CCNC(=O)Cc2nn[nH]n2)cc1OCC", "largest_force_ev_per_a": 1.159, "homo_ev": -8.22, "charge": 0, "elements": ["H", "C", "H", "N", "C", "H", "O", "O", "N", "C", "C", "C", "H", "C", "H", "C", "H", "H", "H", "N", "N", "C", "O", "C", "H", "H", "H", "H", "H", "H", "H", "H", "H", "C", "H", "H", "H", "C", "H", "N", "C", "C", "C", "C"], "coordinates": [[-3.73323, -2.47383, -1.70948], [-0.86890, 2.05978, 0.06093], [-2.26289, 2.60662, -2.02510], [-1.23048, -1.92019, 1.49416], [-1.43304, 1.99123, -2.37955], [1.86608, 2.44494, 2.74490], [1.16567, -0.15598, 2.20247], [-1.42159, -1.83768, -3.64208], [-1.29891, -2.68198, 0.42376], [1.18695, 0.51338, 3.44772], [-0.68073, 1.47558, -1.18132], [2.83799, -1.39960, 0.30270], [-0.57820, -2.08949, 2.24618], [0.85524, -0.10537, -0.15984], [3.16094, 1.34957, 3.23644], [-2.11185, -1.48572, -2.71256], [2.65382, -1.55839, 1.37015], [-0.78137, 2.63140, -2.98027], [3.99050, -0.08497, -0.95854], [-2.64541, -0.94428, 0.31828], [-2.02587, -0.88090, 1.44052], [-0.22672, 1.56824, 1.18154], [1.62340, -1.20964, -0.40082], [-1.97712, 0.87732, -3.28185], [3.41399, 0.67034, 0.52964], [1.51845, -0.25385, 4.15411], [-0.42891, 2.03132, 2.13319], [-1.53918, 2.89918, 0.16911], [-2.75162, 1.29003, -3.93900], [-1.19044, 0.45327, -3.91074], [0.39954, -0.07410, -2.21640], [4.75991, -0.47694, 0.58751], [3.24297, -2.31930, -0.12783], [0.61358, 0.46657, 1.10360], [0.17642, 0.82945, 3.73381], [-2.25289, -3.46262, -1.88334], [2.15977, 2.13934, 4.46257], [0.20318, 0.41171, -1.27368], [-2.99443, 0.00515, -1.64700], [-2.52287, -0.21923, -2.51344], [-2.64273, -2.47075, -1.66052], [-2.19991, -2.05407, -0.31551], [2.15574, 1.69088, 3.47300], [3.81514, -0.24641, 0.10256]], "atomic_forces_ev_per_a": [[0.0, -0.1, 0.0], [0.1, 0.0, -0.1], [0.0, 0.1, 0.0], [-0.4, -0.1, -0.5], [0.0, -0.1, -0.1], [0.0, 0.1, 0.0], [-0.1, -0.2, -0.5], [0.3, -0.2, -0.3], [0.1, -0.4, -0.4], [0.1, 0.3, 0.4], [0.0, 0.2, 0.1], [0.6, -0.1, 0.2], [-0.1, 0.2, -0.1], [0.0, 0.1, 0.0], [0.1, 0.0, 0.0], [-0.5, -0.3, 0.2], [0.0, -0.1, -0.2], [-0.1, 0.1, 0.0], [0.1, 0.0, -0.1], [-0.4, 0.0, -0.4], [0.2, 0.4, 1.1], [0.2, -0.1, 0.1], [-0.4, 0.1, 0.1], [0.0, 0.1, -0.2], [0.0, 0.1, 0.1], [-0.1, 0.1, 0.0], [0.0, 0.0, 0.1], [-0.1, 0.1, 0.0], [0.2, 0.0, 0.0], [-0.1, 0.1, 0.0], [0.0, -0.1, -0.2], [0.1, 0.0, 0.1], [0.0, 0.1, 0.1], [0.1, 0.0, -0.2], [0.1, -0.1, 0.0], [-0.1, 0.1, -0.1], [0.0, 0.1, 0.1], [0.1, 0.0, 0.3], [0.1, -0.1, 0.0], [-0.2, 0.4, 0.0], [0.2, 0.0, -0.3], [0.4, -0.2, 0.8], [-0.2, -0.3, -0.2], [-0.4, -0.3, 0.0]], "nbo_charge": [0.244, -0.211, 0.206, -0.161, -0.431, 0.218, -0.547, -0.620, -0.245, -0.063, -0.015, -0.060, 0.424, 0.238, 0.214, 0.697, 0.183, 0.225, 0.214, -0.298, -0.029, -0.285, -0.503, -0.223, 0.208, 0.191, 0.218, 0.210, 0.198, 0.230, 0.235, 0.214, 0.188, 0.286, 0.174, 0.261, 0.218, -0.251, 0.418, -0.629, -0.542, 0.278, -0.642, -0.640]}